(1)
Computed, not measured: a single C26H33N3O2S molecule, with ωB97M-V/def2-TZVPD.

Each line ends with the natural charge from an NBO analysis.
Element x y z (Å)
C (0.806, 2.587, -1.747)  -0.61
C (1.847, 1.900, -0.869)  -0.40
H (2.722, 2.547, -0.795)  0.20
H (1.450, 1.775, 0.142)  0.20
C (2.254, 0.515, -1.400)  -0.02
N (2.863, -0.279, -0.342)  -0.49
C (2.615, -1.704, -0.409)  -0.22
H (3.526, -2.272, -0.214)  0.20
C (1.563, -2.145, 0.628)  -0.23
N (0.327, -1.418, 0.481)  -0.61
C (-0.765, -1.953, -0.103)  0.66
O (-0.821, -3.120, -0.446)  -0.63
C (-1.940, -1.037, -0.270)  -0.12
C (-3.151, -1.644, -0.579)  -0.20
C (-4.312, -0.906, -0.782)  0.22
C (-4.233, 0.484, -0.700)  -0.20
C (-3.029, 1.097, -0.391)  -0.20
C (-1.888, 0.351, -0.172)  -0.20
H (-0.969, 0.871, 0.049)  0.21
H (-2.994, 2.175, -0.349)  0.23
S (-5.633, 1.516, -1.079)  0.28
C (-6.719, 0.929, 0.204)  -0.16
C (-7.183, 1.853, 1.129)  -0.22
C (-8.046, 1.459, 2.134)  -0.19
C (-8.452, 0.136, 2.215)  -0.22
C (-8.003, -0.779, 1.283)  -0.16
C (-7.126, -0.400, 0.268)  -0.10
C (-6.773, -1.457, -0.720)  0.66
O (-7.602, -2.256, -1.105)  -0.59
N (-5.478, -1.583, -1.138)  -0.62
H (-5.327, -2.442, -1.658)  0.42
H (-8.332, -1.807, 1.313)  0.23
H (-9.127, -0.178, 2.995)  0.22
H (-8.403, 2.184, 2.849)  0.22
H (-6.865, 2.881, 1.044)  0.23
H (-3.169, -2.720, -0.672)  0.24
H (0.376, -0.433, 0.677)  0.40
H (1.943, -1.980, 1.639)  0.19
H (1.334, -3.204, 0.489)  0.23
H (2.257, -1.988, -1.404)  0.20
C (4.143, 0.157, 0.190)  -0.03
C (4.191, -0.069, 1.707)  -0.40
C (5.438, 0.577, 2.306)  -0.40
C (6.698, 0.010, 1.659)  -0.40
C (6.650, 0.198, 0.146)  -0.40
C (5.404, -0.464, -0.437)  -0.42
H (5.448, -1.534, -0.222)  0.19
H (5.391, -0.342, -1.520)  0.21
H (7.544, -0.233, -0.310)  0.21
H (6.639, 1.266, -0.087)  0.19
H (7.581, 0.505, 2.068)  0.21
H (6.775, -1.055, 1.888)  0.19
H (5.463, 0.404, 3.384)  0.21
H (5.401, 1.656, 2.142)  0.19
H (4.204, -1.140, 1.918)  0.19
H (3.295, 0.356, 2.162)  0.21
H (4.193, 1.236, 0.020)  0.20
H (1.330, -0.011, -1.669)  0.20
C (3.105, 0.637, -2.671)  -0.64
H (3.436, -0.347, -2.996)  0.21
H (3.976, 1.263, -2.498)  0.20
H (2.518, 1.077, -3.473)  0.21
H (-0.054, 1.942, -1.914)  0.20
H (1.227, 2.848, -2.714)  0.21
H (0.462, 3.504, -1.273)  0.21

- Molar mass: 451.64 u
- Frontier orbital gap: 8.56 eV
- Energy relative to the best compared isomer or geometry (same formula, charge and spin): 0.1 kcal/mol
- Highest occupied orbital energy: -8.206 eV
- Structure (SMILES): CC[C@@H](C)N(CCNC(=O)c1ccc2c(c1)NC(=O)c1ccccc1S2)C1CCCCC1

(2)
Computed, not measured: a single C26H34N2O2 molecule, with ωB97M-V/def2-TZVPD.

Each line ends with the natural charge from an NBO analysis.
Element x y z (Å)
C (-0.050, -0.471, 4.545)  -0.61
C (1.128, -1.203, 5.177)  -0.39
C (2.350, -1.281, 4.262)  -0.39
C (2.118, -2.148, 3.027)  -0.41
C (3.389, -2.314, 2.199)  -0.38
H (4.163, -2.785, 2.810)  0.20
H (3.756, -1.330, 1.901)  0.19
C (3.160, -3.169, 0.944)  -0.42
C (2.168, -2.523, 0.021)  -0.01
C (2.549, -1.478, -0.813)  -0.21
C (1.633, -0.830, -1.618)  -0.24
C (0.292, -1.211, -1.599)  0.21
C (-0.094, -2.274, -0.786)  -0.25
C (0.836, -2.914, 0.011)  -0.21
H (0.515, -3.731, 0.642)  0.21
H (-1.124, -2.593, -0.754)  0.22
N (-0.657, -0.543, -2.387)  -0.46
C (-0.588, 0.755, -2.775)  0.70
O (0.294, 1.547, -2.516)  -0.63
C (-1.851, 1.089, -3.562)  -0.30
C (-2.701, 2.071, -2.738)  -0.47
C (-2.844, 1.603, -1.295)  0.67
O (-3.625, 0.734, -0.957)  -0.65
N (-2.036, 2.240, -0.427)  -0.61
H (-1.329, 2.873, -0.768)  0.41
C (-2.025, 1.948, 0.996)  -0.26
C (-0.628, 2.015, 1.543)  0.05
C (-0.284, 2.941, 2.518)  -0.23
C (1.017, 3.019, 2.985)  -0.22
C (1.990, 2.179, 2.471)  -0.22
C (1.654, 1.252, 1.498)  -0.20
C (0.352, 1.167, 1.043)  -0.23
H (0.094, 0.442, 0.288)  0.22
H (2.403, 0.592, 1.087)  0.22
H (3.007, 2.249, 2.827)  0.21
H (1.272, 3.741, 3.746)  0.21
H (-1.039, 3.605, 2.916)  0.21
H (-2.455, 0.948, 1.118)  0.24
H (-2.672, 2.663, 1.519)  0.20
H (-2.230, 3.055, -2.763)  0.22
H (-3.697, 2.141, -3.179)  0.23
C (-2.514, -0.268, -3.821)  -0.21
C (-2.181, -0.787, -5.217)  -0.60
H (-2.569, -0.112, -5.977)  0.21
H (-2.624, -1.768, -5.374)  0.21
H (-1.104, -0.868, -5.344)  0.21
C (-1.920, -1.170, -2.733)  -0.22
H (-2.584, -1.198, -1.862)  0.23
H (-1.746, -2.188, -3.088)  0.20
H (-3.598, -0.204, -3.704)  0.22
H (-1.573, 1.583, -4.497)  0.23
H (1.947, -0.015, -2.247)  0.25
H (3.584, -1.168, -0.838)  0.21
H (4.114, -3.298, 0.426)  0.21
H (2.799, -4.154, 1.244)  0.21
H (1.347, -1.693, 2.404)  0.21
H (1.762, -3.133, 3.341)  0.19
H (2.624, -0.272, 3.946)  0.20
H (3.188, -1.692, 4.831)  0.19
H (1.414, -0.681, 6.094)  0.20
H (0.822, -2.214, 5.456)  0.19
H (0.245, 0.527, 4.231)  0.21
H (-0.421, -1.005, 3.674)  0.20
H (-0.865, -0.381, 5.260)  0.21

- Molar mass: 406.57 u
- Frontier orbital gap: 9.16 eV
- Energy relative to the best compared isomer or geometry (same formula, charge and spin): 2.0 kcal/mol
- Highest occupied orbital energy: -8.341 eV
- Structure (SMILES): CCCCCCc1ccc(N2C[C@H](C)[C@@H](CC(=O)NCc3ccccc3)C2=O)cc1

(3)
Computed, not measured: a single C26H34N4O5 molecule in a non-equilibrium geometry, with ωB97M-V/def2-TZVPD.

Each line ends with the natural charge from an NBO analysis.
Element x y z (Å)
C (5.318, 3.216, 1.222)  -0.61
H (5.954, 4.098, 1.227)  0.21
H (4.427, 3.440, 0.642)  0.20
H (5.015, 2.992, 2.241)  0.21
C (6.081, 2.029, 0.640)  -0.21
N (5.296, 0.808, 0.731)  -0.46
C (6.085, -0.384, 0.974)  -0.20
H (5.394, -1.208, 1.164)  0.19
H (6.646, -0.213, 1.897)  0.19
C (7.065, -0.793, -0.134)  -0.64
H (6.539, -1.036, -1.055)  0.20
H (7.770, 0.009, -0.340)  0.20
H (7.623, -1.671, 0.179)  0.21
C (4.314, 0.685, -0.328)  -0.22
H (3.926, 1.684, -0.535)  0.20
C (3.135, -0.199, 0.080)  -0.40
H (2.760, 0.134, 1.047)  0.23
H (3.453, -1.238, 0.181)  0.19
C (2.010, -0.106, -0.954)  -0.23
N (0.948, -1.056, -0.673)  -0.39
C (0.968, -2.321, -1.168)  0.27
C (-0.026, -3.196, -0.849)  -0.35
C (-1.091, -2.778, -0.020)  0.37
C (-1.126, -1.508, 0.469)  -0.14
C (-0.071, -0.579, 0.172)  0.63
O (-0.011, 0.562, 0.603)  -0.65
C (-2.280, -0.998, 1.290)  -0.23
C (-3.169, -2.160, 1.676)  -0.35
C (-3.040, -3.382, 1.109)  0.59
N (-3.906, -4.422, 1.303)  -0.80
H (-3.563, -5.342, 1.084)  0.40
H (-4.555, -4.338, 2.067)  0.41
O (-2.034, -3.723, 0.261)  -0.47
C (-4.199, -1.922, 2.590)  0.29
N (-5.029, -1.741, 3.367)  -0.36
C (-3.065, 0.024, 0.496)  -0.10
C (-3.202, 1.317, 0.968)  -0.25
C (-3.909, 2.297, 0.285)  0.26
C (-4.524, 1.947, -0.926)  0.26
C (-4.384, 0.646, -1.404)  -0.34
C (-3.661, -0.317, -0.721)  0.37
O (-3.490, -1.603, -1.163)  -0.53
C (-4.110, -1.988, -2.363)  -0.25
H (-5.198, -1.887, -2.304)  0.18
H (-3.736, -1.408, -3.213)  0.18
H (-3.852, -3.037, -2.500)  0.20
H (-4.870, 0.432, -2.341)  0.23
O (-5.266, 2.745, -1.749)  -0.50
C (-5.637, 4.048, -1.358)  -0.24
H (-6.189, 4.044, -0.416)  0.18
H (-6.285, 4.409, -2.158)  0.18
H (-4.771, 4.706, -1.265)  0.18
O (-4.027, 3.590, 0.743)  -0.53
C (-3.381, 3.932, 1.944)  -0.25
H (-3.782, 3.368, 2.793)  0.18
H (-3.586, 4.992, 2.089)  0.20
H (-2.300, 3.776, 1.879)  0.18
H (-2.718, 1.558, 1.899)  0.22
H (-1.890, -0.500, 2.187)  0.24
H (-0.027, -4.203, -1.229)  0.23
C (2.080, -2.740, -2.079)  -0.65
H (1.988, -3.799, -2.301)  0.23
H (2.032, -2.191, -3.020)  0.23
H (3.055, -2.563, -1.630)  0.22
H (1.558, 0.888, -0.898)  0.25
H (2.395, -0.267, -1.961)  0.20
H (4.753, 0.304, -1.268)  0.16
H (6.378, 2.253, -0.398)  0.16
H (6.993, 1.887, 1.224)  0.19

- Molar mass: 482.58 u
- Frontier orbital gap: 7.96 eV
- Energy relative to the best compared isomer or geometry (same formula, charge and spin): 93.0 kcal/mol
- Highest occupied orbital energy: -7.422 eV
- Structure (SMILES): CCN(CC)CCCn1c(C)cc2c(c1=O)[C@@H](c1cc(OC)c(OC)cc1OC)C(C#N)=C(N)O2

Q: Which formula does entry 2 have?
A: C26H34N2O2

Q: Which value of molar mass does entry 1 give?
A: 451.64 u

Q: Which of these has the highest molar mass?
A: C26H34N4O5